Here is the ion C8H16NO2P2S with charge -1 from the Open Molecules 2025 dataset. Energies are from the ωB97M-V functional and the def2-TZVPD basis.

Summary:
- HOMO level: -3.54 eV
- Charge: -1
- Max |F|: 3.38 eV/Å

Positions of all 30 atoms, in Å:
C (-2.45221, -0.11412, -0.97955)
C (-1.65121, -0.48415, 0.31150)
C (-2.20887, -1.62712, 1.05700)
C (-1.62800, -2.09915, 2.30356)
C (-0.48050, -1.35598, 2.80862)
C (0.06541, -0.23789, 2.07307)
C (-0.45535, 0.25833, 0.78829)
C (0.07422, 1.47182, 0.00349)
P (1.87029, 1.51445, -0.62350)
O (2.55534, 1.09356, 0.94389)
S (1.32041, 2.27736, -2.63648)
P (1.93482, -0.60020, -1.34395)
N (0.42111, -1.03736, -2.15466)
O (2.05033, -1.69126, -0.01668)
H (-2.45441, 0.99153, -1.15636)
H (-3.53528, -0.39397, -0.81725)
H (-2.12998, -0.70272, -1.87898)
H (-3.11083, -2.17744, 0.68287)
H (-2.01220, -2.98005, 2.86873)
H (-0.01673, -1.66533, 3.77057)
H (0.93709, 0.28104, 2.54358)
H (-0.59787, 1.65708, -0.88125)
H (-0.07746, 2.38889, 0.65298)
H (3.23737, 1.60739, -1.09193)
H (1.98865, 2.90716, -0.20982)
H (3.06556, 1.84828, 1.27328)
H (0.20543, 3.06397, -2.50187)
H (0.66359, -1.50071, -3.03762)
H (-0.09687, -0.20370, -2.44266)
H (2.51816, -2.48972, -0.30886)

---

Here is the molecule C19H19N3O2 from the Open Molecules 2025 dataset. Energies are from the ωB97M-V functional and the def2-TZVPD basis.

Summary:
- HOMO level: -8.30 eV
- Max |F|: 0.77 eV/Å
- Structure (SMILES): CCOc1cccc(C(=O)Nc2cnn(Cc3ccccc3)c2)c1

Positions of all 43 atoms, in Å:
C (5.78027, -4.07080, 4.02813)
C (4.67976, -3.28871, 3.32895)
O (4.08708, -4.14613, 2.37003)
C (3.05047, -3.68463, 1.62993)
C (2.48959, -4.59349, 0.72795)
C (1.42074, -4.22325, -0.06030)
C (0.89802, -2.94171, 0.01312)
C (1.45914, -2.02537, 0.89422)
C (2.52360, -2.40212, 1.70841)
H (2.90953, -1.66410, 2.39347)
C (0.95290, -0.62996, 1.06128)
O (1.04121, -0.02882, 2.11278)
N (0.40977, -0.09633, -0.06893)
C (-0.13738, 1.17804, -0.18371)
C (-0.64287, 1.74526, -1.33880)
N (-1.06702, 2.98298, -1.00344)
N (-0.87657, 3.23771, 0.28314)
C (-0.31127, 2.16603, 0.80329)
H (-0.04444, 2.12033, 1.83759)
C (-1.72396, 3.93529, -1.85756)
C (-3.08588, 3.44254, -2.28411)
C (-3.96948, 2.95594, -1.32817)
C (-5.21625, 2.49015, -1.70277)
C (-5.59407, 2.51084, -3.03544)
C (-4.71951, 2.99715, -3.99131)
C (-3.46816, 3.45727, -3.61739)
H (-2.78666, 3.83381, -4.36734)
H (-5.00924, 3.01544, -5.03163)
H (-6.56836, 2.14851, -3.32793)
H (-5.89580, 2.11206, -0.95356)
H (-3.67170, 2.94400, -0.28973)
H (-1.10105, 4.13610, -2.73562)
H (-1.82007, 4.85497, -1.27284)
H (-0.72829, 1.36533, -2.33687)
H (0.43336, -0.64082, -0.91789)
H (0.03829, -2.68444, -0.58855)
H (0.98515, -4.94143, -0.73911)
H (2.90546, -5.58717, 0.67603)
H (5.09896, -2.40290, 2.83245)
H (3.92523, -2.95971, 4.05578)
H (6.26153, -3.44415, 4.77337)
H (6.52111, -4.39848, 3.30390)
H (5.36102, -4.94711, 4.51480)

---

Question: Which formula does entry 1 have?
Answer: C8H16NO2P2S